Entry 1:
C3H4N2S | ωB97M-V/def2-TZVPD

- E_tot: -16988.934 eV
- Structure (SMILES): C=C=N.N=C=S
- Relative energy (zero: lowest compared OMol25 entry of this formula, charge and spin): 246.7 kJ/mol

Cartesian coordinates (Å):
C: 0.21 -1.25 -2.20
C: 0.44 -0.81 -0.96
N: 0.68 -0.09 -0.03
H: 0.76 -1.82 -2.91
H: -0.68 -0.94 -2.71
H: 0.36 -0.33 0.89
N: 0.36 1.70 2.13
C: -0.78 1.34 2.14
S: -2.27 0.90 2.27
H: 0.93 1.30 1.38

***

Entry 2:
C3H4N2S3 | ωB97M-V/def2-TZVPD

- E_tot: -38660.838 eV
- Structure (SMILES): S=C1CN/C(=N/S)S1
- Relative energy (zero: lowest compared OMol25 entry of this formula, charge and spin): 37.3 kJ/mol

Cartesian coordinates (Å):
S: -0.48 1.98 -2.52
C: -0.28 1.03 -1.24
C: -0.99 1.23 0.08
N: -0.79 0.03 0.82
C: 0.25 -0.80 0.41
N: 0.72 -1.70 1.17
S: 1.97 -2.75 0.75
S: 0.71 -0.37 -1.23
H: -2.01 1.50 -0.14
H: -0.56 2.08 0.61
H: -0.80 0.14 1.81
H: 2.26 -2.39 -0.52

***

Entry 3:
C3H4N2S3 | ωB97M-V/def2-TZVPD

- E_tot: -38657.544 eV
- Structure (SMILES): S=CN/C(C=S)=N\S
- Relative energy (zero: lowest compared OMol25 entry of this formula, charge and spin): 355.0 kJ/mol

Cartesian coordinates (Å):
S: 1.85 -2.07 1.00
C: 1.15 -0.64 0.43
N: -0.28 -0.45 0.34
C: -1.02 0.72 -0.03
C: -0.45 2.12 -0.05
S: 1.19 2.57 0.57
N: -1.96 0.48 -0.85
S: -1.77 -1.35 -1.35
H: 1.79 0.23 0.33
H: -0.67 -1.33 0.50
H: -1.15 2.84 -0.43
H: -2.70 -1.40 -2.50

***

Entry 4:
C3H4N3 | ωB97M-V/def2-TZVPD

- E_tot: -7631.298 eV
- Charge: +1
- Structure (SMILES): CC1=NN=[N+]=C1
- Relative energy (zero: lowest compared OMol25 entry of this formula, charge and spin): 483.2 kJ/mol

Cartesian coordinates (Å):
C: 1.39 -0.53 -0.01
C: -0.07 -0.20 0.04
N: -1.06 -1.12 0.23
N: -2.05 -0.40 -0.04
N: -2.28 0.77 0.09
C: -0.68 1.05 -0.09
H: 2.10 0.16 0.42
H: 1.66 -0.39 -1.15
H: 1.61 -1.51 0.44
H: -0.62 2.17 0.05